Record 1
The following is a quantum chemistry calculation of the molecule C3H7N, from the Open Molecules 2025 dataset.

```
! wB97M-V def2-TZVPD RIJCOSX def2/J DEFGRID3
* xyz 0 1
C 1.27 -0.09 -0.08
C -0.07 -0.23 0.54
C -1.16 0.57 -0.06
N -1.20 -0.85 -0.06
H 1.33 0.68 -1.10
H 1.75 0.56 0.71
H 1.81 -1.08 -0.41
H 0.02 -0.41 1.58
H -1.03 1.17 -0.92
H -1.77 0.91 0.81
H -0.93 -1.23 -1.00
*
```

The total energy comes out at -4712.2903 eV. Its orbital gap is 0.38200 Ha. As for the LUMO energy: 1.18 eV. The calculation puts the highest occupied orbital energy at -0.3385 Eh. The relative energy (zero: lowest compared OMol25 entry of this formula, charge and spin) is 1.8667 eV.


Record 2
The following is a quantum chemistry calculation of the molecule C5H7NO, from the Open Molecules 2025 dataset.

```
! wB97M-V def2-TZVPD RIJCOSX def2/J DEFGRID3
* xyz 0 1
C 0.09 1.07 -1.71
C -0.03 0.20 -0.49
C -0.68 -0.96 -0.38
N -0.56 -1.49 0.92
C 0.16 -0.65 1.74
O 0.40 -0.83 2.92
C 0.58 0.52 0.85
H 0.63 1.99 -1.48
H -0.89 1.36 -2.11
H 0.64 0.58 -2.52
H -1.23 -1.52 -1.13
H -0.98 -2.34 1.26
H 1.67 0.59 0.83
H 0.21 1.46 1.29
*
```

The total energy comes out at -8836.1233 eV. Its orbital gap is 0.33801 Ha. As for the LUMO energy: 0.85 eV. The calculation puts the highest occupied orbital energy at -0.3068 Eh. The relative energy (zero: lowest compared OMol25 entry of this formula, charge and spin) is 0.0795 eV.


Record 3
The following is a quantum chemistry calculation of the molecule C4H8N2, from the Open Molecules 2025 dataset.

```
! wB97M-V def2-TZVPD RIJCOSX def2/J DEFGRID3
* xyz 0 1
C -0.03 1.80 -1.90
N -0.48 1.45 -0.79
N -0.21 0.12 -0.52
C 1.11 -0.18 0.04
C -0.10 -0.26 0.84
C -0.72 -1.57 1.34
H -0.31 2.81 -2.20
H 0.30 1.06 -2.62
H 1.63 -1.01 -0.37
H 1.70 0.70 0.11
H -0.31 0.57 1.53
H -1.79 -1.48 1.21
H -0.46 -1.53 2.46
H -0.33 -2.47 0.89
*
```

The total energy comes out at -7255.0467 eV. Its orbital gap is 0.37283 Ha. As for the LUMO energy: 1.26 eV. The calculation puts the highest occupied orbital energy at -0.3267 Eh. The relative energy (zero: lowest compared OMol25 entry of this formula, charge and spin) is 2.8287 eV.


Record 4
The following is a quantum chemistry calculation of a structure of composition C23H20AgN3SSe2Te2, from the Open Molecules 2025 dataset.

```
! wB97M-V def2-TZVPD RIJCOSX def2/J DEFGRID3
* xyz -2 1
Ag -0.58 -0.67 -0.28
Se -3.29 -0.31 -0.03
Te -3.47 0.82 -2.27
Te -0.82 0.61 -3.00
Se 0.12 2.90 -3.22
C 3.45 6.16 0.59
C 2.87 5.21 -0.46
C 3.37 5.62 -1.85
C 1.35 5.35 -0.43
C 3.33 3.77 -0.19
C 4.68 3.53 0.11
C 5.16 2.26 0.36
C 4.27 1.19 0.30
S 4.51 -0.49 0.61
C 2.80 -0.79 0.24
N 2.14 0.28 -0.08
C 2.93 1.41 -0.03
C 2.46 2.70 -0.27
C 2.21 -2.14 0.37
C 3.07 -3.22 0.61
C 2.56 -4.49 0.79
C 1.19 -4.68 0.73
C 0.35 -3.60 0.48
C 0.81 -2.28 0.29
H 3.10 7.18 0.40
H 4.54 6.18 0.59
H 3.12 5.87 1.59
H 3.07 6.65 -2.08
H 2.94 4.96 -2.61
H 4.46 5.56 -1.92
H 1.08 6.39 -0.61
H 0.95 5.07 0.55
H 0.86 4.74 -1.19
H 5.38 4.35 0.15
H 6.20 2.09 0.60
H 1.42 2.81 -0.56
H 4.14 -3.06 0.65
H 3.23 -5.32 0.97
H 0.77 -5.67 0.87
H -0.72 -3.78 0.43
N 2.78 -0.28 5.63
C 1.85 -0.03 5.00
C 0.68 0.32 4.24
C -0.53 0.56 4.89
C -1.63 0.90 4.13
C -1.48 1.00 2.75
N -0.32 0.77 2.12
C 0.73 0.43 2.85
H -0.59 0.47 5.97
H -2.59 1.09 4.59
H -2.31 1.24 2.10
H 1.65 0.24 2.32
*
```

The total energy comes out at -188762.3313 eV. Its orbital gap is 0.17543 Ha. As for the LUMO energy: 4.17 eV. The calculation puts the highest occupied orbital energy at -0.0222 Eh. The relative energy (zero: lowest compared OMol25 entry of this formula, charge and spin) is 0.1926 eV.